# 1
Formula: C20H31BN13Pt
Source: OMol25
Level of theory: ωB97M-V/def2-TZVPD

Structure (XYZ):
```
66
Properties=species:S:1:pos:R:3:forces:R:3:lowdin_charge:R:1
Pt 0.55952 -1.10889 0.51640 0.566 0.978 -1.752 1.46
C -0.99917 -3.93557 1.86507 0.037 0.119 -0.034 -0.02
C -1.85995 -2.88443 1.25273 -0.136 0.150 -0.091 -0.31
C -3.23835 -2.84289 1.06009 -0.020 -0.058 0.001 0.03
C -3.49113 -1.62808 0.45293 -0.117 0.024 0.035 -0.01
N -2.34008 -0.96095 0.29562 0.346 -0.058 0.035 0.04
N -1.33938 -1.74636 0.78151 0.136 -0.882 0.692 -0.12
B -2.06898 0.43051 -0.41158 -0.381 -0.007 0.062 -0.64
N -1.16293 0.11098 -1.61750 -0.055 -0.077 -0.039 0.06
C -1.19065 0.36433 -2.93080 0.049 -0.006 -0.076 0.00
C -0.16460 -0.34093 -3.53603 0.007 -0.067 -0.028 0.02
C 0.47235 -1.04570 -2.51887 -0.023 0.081 0.080 -0.32
C 1.60468 -2.01419 -2.60452 -0.109 0.015 -0.041 -0.02
N -0.14832 -0.74831 -1.36130 -0.081 0.104 -0.068 -0.09
N -1.25382 1.29272 0.58789 -0.114 -0.088 0.056 0.03
C -1.44796 2.53062 1.06466 0.012 0.074 0.015 -0.02
C -0.55115 2.74872 2.09138 0.023 0.023 0.069 0.02
C 0.18518 1.56679 2.20888 -0.049 0.000 -0.203 -0.30
C 1.26062 1.20977 3.17782 -0.032 0.051 -0.073 -0.01
N -0.26229 0.71096 1.27995 0.365 0.175 0.462 -0.05
N -3.35209 1.11092 -0.73862 -0.063 0.009 -0.096 -0.02
C -4.31423 1.48838 0.15164 -0.009 -0.004 -0.015 -0.10
C -5.34635 2.02846 -0.55874 -0.096 0.047 0.010 0.00
C -4.94305 1.94783 -1.91340 -0.101 0.057 -0.087 -0.33
C -5.69667 2.38898 -3.12972 0.191 -0.087 0.004 -0.02
N -3.74986 1.39769 -2.01441 0.150 -0.119 0.120 0.12
H -1.56756 -4.84551 2.03642 0.006 -0.003 -0.001 0.09
H -0.60812 -3.59376 2.82639 -0.032 -0.033 0.025 0.08
H -0.15981 -4.17316 1.20766 -0.017 -0.060 -0.006 0.07
H -3.95587 -3.60160 1.32120 0.011 0.025 0.002 0.12
H -4.42454 -1.19467 0.13185 0.040 0.013 -0.026 0.14
H -1.95249 1.00773 -3.33607 -0.043 -0.039 0.036 0.12
H 0.06678 -0.37483 -4.58734 -0.013 0.006 0.026 0.12
H 2.42969 -1.59803 -3.18191 0.007 0.002 0.017 0.09
H 1.27758 -2.92329 -3.11031 -0.001 0.009 -0.001 0.10
H 1.96622 -2.29015 -1.61558 0.041 -0.040 -0.004 0.04
H -2.20911 3.17206 0.65128 -0.023 -0.051 0.008 0.14
H -0.45416 3.63606 2.69360 -0.007 -0.012 -0.013 0.12
H 2.00822 2.00059 3.23594 -0.005 -0.005 0.008 0.09
H 1.74249 0.27776 2.88888 0.020 -0.002 0.037 0.03
H 0.84255 1.07748 4.17614 0.004 0.009 -0.001 0.10
H -4.19336 1.33383 1.21334 0.002 0.020 -0.017 0.13
H -6.26889 2.43313 -0.17769 0.022 -0.025 0.018 0.11
H -6.65532 2.82324 -2.85870 -0.002 0.007 -0.005 0.08
H -5.86752 1.54423 -3.79668 -0.073 -0.015 0.035 0.08
H -5.12090 3.12338 -3.69246 -0.036 0.065 0.046 0.08
C 5.49089 1.36544 0.24698 0.003 -0.034 0.002 0.00
N 4.16407 1.07305 -0.30440 0.036 0.077 -0.108 -0.11
C 3.61896 1.95832 -1.33655 -0.004 -0.003 0.017 0.00
C 3.37384 0.12722 0.20934 -0.138 0.055 0.014 -0.37
N 2.12976 -0.03566 -0.14876 0.532 0.016 0.196 0.00
N 3.94763 -0.70249 1.15019 0.069 -0.005 0.043 0.19
C 3.36023 -1.76137 1.79702 -0.079 0.028 -0.008 -0.46
N 4.19203 -2.49662 2.54674 0.028 -0.001 0.004 0.21
N 2.09103 -2.00839 1.69691 -1.022 -0.475 0.654 -0.01
H 5.95206 2.13407 -0.36292 -0.005 0.002 -0.009 0.10
H 6.15029 0.49580 0.20255 0.004 0.005 -0.045 0.10
H 5.42961 1.74182 1.26968 -0.019 -0.023 0.010 0.11
H 4.43449 2.51386 -1.78663 0.009 0.000 0.016 0.10
H 2.90213 2.66966 -0.91911 -0.007 -0.013 0.012 0.11
H 3.14399 1.37659 -2.12788 0.021 -0.001 -0.013 0.10
H 1.78966 0.64869 -0.80766 0.119 0.055 -0.043 0.07
H 4.92597 -0.55425 1.33379 0.000 0.016 0.007 0.13
H 5.18791 -2.35525 2.54981 0.000 0.003 -0.013 0.13
H 3.84778 -3.28480 3.06852 -0.016 0.000 0.014 0.14
H 1.81046 -2.81155 2.24533 0.072 -0.027 0.029 0.08
```
Positions in Å, forces in eV/Å.

Output
**Expectation value of S²**: 0.7533
**Charge**: +2
**Spin multiplicity**: 2
**Total energy**: -1636.34939 hartree
**Strongest force on any atom**: 2.085 eV/A
**E_HOMO (spin up / spin down)**: -13.583 / -13.582 eV
**Energy above the lowest of the compared OMol25 structures with the same formula, charge and spin**: 44.33 kJ/mol
**LUMO energy (spin up / spin down)**: -5.8 / -7.4 eV

# 2
Formula: C19H43GaOP3S2
Source: OMol25
Level of theory: ωB97M-V/def2-TZVPD

Structure (XYZ):
```
69
Properties=species:S:1:pos:R:3:forces:R:3:lowdin_charge:R:1
Ga 0.78158 -1.02114 0.02198 -2.013 -1.427 0.380 0.40
P 2.91037 -1.09098 -0.76366 2.409 0.267 -0.736 0.75
P 1.24395 -1.25270 2.52245 0.564 -0.799 1.501 0.81
P -0.53877 -0.12058 -1.87482 -1.212 0.175 -1.539 0.82
H -0.75902 1.49842 2.75137 -0.907 -0.139 0.089 0.06
C -1.57299 1.27416 2.03911 0.410 -0.866 -0.682 -0.06
C -2.31983 0.14671 2.04090 0.528 0.218 -0.219 -0.07
H -2.32174 -0.60873 2.84003 0.191 0.583 -0.185 0.05
C 3.73620 0.54443 -0.56266 -0.355 -0.189 -0.034 -0.19
C 3.96174 -2.26454 0.15186 -0.198 -0.147 0.007 -0.21
C 3.06380 -1.56902 -2.52519 -0.227 -0.039 0.067 -0.20
C 0.14173 -1.17891 3.99331 -0.744 0.173 -0.287 -0.22
C 1.93796 -2.93073 2.90850 -0.083 -0.114 -0.574 -0.21
C 2.60815 -0.22677 3.17757 -0.004 0.478 -0.501 -0.23
C -2.33759 0.28376 -1.63500 0.138 -0.282 0.772 -0.28
C -0.60644 -1.36641 -3.25510 0.313 -0.422 0.711 -0.20
C 0.35257 1.26924 -2.66790 0.369 -0.017 0.707 -0.26
H -1.59349 1.99978 1.20927 -0.341 -0.376 0.361 0.04
H -2.98406 -0.13944 1.21176 0.094 0.614 0.438 0.05
H 4.75615 0.48673 -0.97886 -0.387 -0.003 0.144 0.09
H 3.79342 0.79223 0.51141 -0.012 -0.018 -0.467 0.06
H 3.16171 1.31830 -1.09924 0.311 -0.218 0.247 0.06
H 4.91019 -2.39520 -0.39002 -0.263 0.101 0.148 0.09
H 3.44890 -3.23560 0.21377 0.292 0.253 -0.032 0.06
H 4.17159 -1.87719 1.15961 -0.041 -0.211 -0.359 0.05
H 4.13167 -1.74302 -2.74434 -0.405 0.105 0.105 0.09
H 2.68642 -0.76804 -3.18415 0.167 -0.413 0.264 0.05
H 2.50329 -2.50516 -2.69635 0.285 0.391 -0.005 0.07
H 0.80160 -1.20051 4.87944 -0.241 -0.028 -0.486 0.08
H -0.50315 -2.07320 4.02239 0.130 0.479 -0.036 0.06
H -0.46452 -0.26390 4.01331 0.183 -0.369 0.117 0.04
H 2.55360 -2.81030 3.81299 -0.194 -0.004 -0.292 0.08
H 2.55997 -3.33871 2.10252 -0.248 0.047 0.373 0.03
H 1.12283 -3.62925 3.14328 0.283 0.229 -0.167 0.05
H 2.69777 -0.46731 4.24518 -0.033 0.085 -0.326 0.07
H 2.36060 0.83406 3.06712 0.223 -0.086 0.087 0.07
H 3.56415 -0.45127 2.69877 -0.119 0.159 -0.001 0.04
H -2.82351 0.73816 -2.52064 0.682 -0.219 0.289 0.07
H -2.45924 0.96647 -0.77193 0.041 -0.437 -0.588 -0.02
H -2.85830 -0.66670 -1.41669 0.307 0.265 -0.069 0.06
H -0.95647 -0.92569 -4.20603 0.180 0.179 0.588 0.09
H -1.32119 -2.15953 -2.97559 0.422 0.206 -0.132 0.05
H 0.40590 -1.78593 -3.39866 -0.603 0.049 -0.075 0.03
H -0.15672 1.64211 -3.56752 -0.093 -0.099 0.448 0.08
H 1.37438 0.99032 -2.94936 -0.226 -0.235 -0.001 0.04
H 0.45667 2.04193 -1.90054 -0.055 0.087 -0.434 -0.01
C -2.55377 4.94659 -1.33162 -1.181 1.628 -0.047 -0.63
C -1.93039 6.11821 -1.80080 -0.474 -0.077 0.669 -0.10
C -2.42119 7.36733 -1.37372 -0.112 0.062 0.020 -0.06
C -3.55028 7.47314 -0.53890 0.279 -0.479 -0.460 -0.05
C -4.27059 6.30562 -0.27443 -0.196 -0.187 -0.191 -0.07
C -3.82075 5.05828 -0.70672 1.102 -0.318 -0.029 -0.12
S -1.94578 3.33164 -1.63001 2.166 0.230 0.036 0.81
H -0.53779 3.51296 -1.34920 -2.194 0.181 -0.270 -0.05
H -1.10575 6.02488 -2.50093 0.085 0.235 0.270 0.10
H -1.94523 8.29172 -1.71363 -0.019 -0.439 0.096 0.12
H -3.91315 8.44363 -0.16367 0.321 -0.601 -0.337 0.12
H -5.21793 6.35464 0.25023 0.067 0.057 -0.016 0.11
H -4.38939 4.12771 -0.59015 0.056 0.554 0.409 0.10
C -0.53608 -5.52412 -0.79125 0.240 0.074 -0.277 -0.21
S -1.12626 -3.91698 -0.21063 0.964 -0.202 0.605 0.97
C -1.27720 -4.44289 1.52017 -0.012 0.230 0.013 -0.22
O 0.16944 -3.00295 -0.28582 -0.166 0.338 0.374 -0.67
H -1.35273 -6.25550 -0.68285 0.106 0.401 -0.177 0.09
H 0.30289 -5.85206 -0.15968 -0.182 0.262 -0.281 0.08
H -0.23772 -5.41628 -1.84643 -0.170 -0.140 0.446 0.08
H -0.32253 -4.86306 1.87709 -0.317 0.287 -0.266 0.07
H -1.61550 -3.59106 2.13642 0.072 -0.469 -0.306 0.06
H -2.02410 -5.25181 1.51283 0.051 0.388 0.098 0.09
```
Positions in Å, forces in eV/Å.

Output
**Charge**: +3
**Spin multiplicity**: 1
**Total energy**: -4569.22312 hartree
**Strongest force on any atom**: 2.533 eV/A
**E_HOMO**: -14.459 eV
**Energy above the lowest of the compared OMol25 structures with the same formula, charge and spin**: 0.00 kJ/mol
**LUMO energy**: -9.8 eV